DFT (ωB97M-V/def2-TZVPD) results for a 2-piece molecular cluster, CH3F3NO4PS overall at a distorted geometry.

```
14
Properties=species:S:1:pos:R:3:forces:R:3
C -1.9061 1.8056 -3.6222 0.104 0.017 -0.598
N 1.1457 0.6434 -0.7591 -1.070 -0.118 -0.362
O -2.4994 2.1129 -1.1861 1.453 -1.357 0.077
O -1.7328 -0.1932 -1.9168 -0.389 -0.893 0.145
O 1.5904 -1.0562 1.1044 1.478 -0.133 -0.042
O -0.0648 -1.7708 -0.7050 -2.192 1.563 -2.091
F -1.2565 1.1611 -4.6087 -0.015 0.741 1.104
F -3.1932 1.5068 -3.7540 0.222 0.296 0.071
F -1.7196 3.1297 -3.6788 0.010 -1.058 -0.230
P 0.4741 -0.5447 0.1043 3.503 -0.634 -1.949
S -1.4771 1.2327 -1.7910 -1.234 2.163 -0.815
H 2.5176 -0.8710 0.7809 -1.437 -0.323 0.301
H -0.8244 -1.3486 -1.4503 2.172 -1.012 2.362
H -0.3584 -0.1725 1.0127 -2.607 0.749 2.026
```
Positions in Å, forces in eV/Å.

Lowest unoccupied orbital energy (alpha / beta) (eV): -3.55 / -1.77
Relative energy (zero: lowest compared OMol25 entry of this formula, charge and spin) (eV): 4.496